21
Properties=species:S:1:pos:R:3 method="wB97M-V/def2-TZVPD" orbital_gap_ha=0.19562 mol_weight_g_mol=810.21 homo_ha=-0.044 e_above_lowest_ev=0.116 total_charge=-2
Sn 0.08 -0.78 -0.16
O -2.23 4.37 3.30
C -2.00 3.19 2.64
C -2.02 1.97 3.29
C -1.76 0.82 2.57
N -1.49 0.86 1.27
C -1.48 2.03 0.64
C -1.73 3.24 1.28
C -1.14 2.02 -0.84
O -1.41 3.01 -1.51
O -0.57 0.95 -1.28
C -1.79 -0.56 3.29
O -2.32 -0.53 4.43
O -1.28 -1.50 2.66
H -2.40 4.15 4.22
H -2.26 1.87 4.35
H -1.72 4.16 0.72
Te 2.72 -0.92 -1.56
Te 2.50 -1.58 -4.16
Te 0.47 -3.42 -4.12
Te -1.11 -2.68 -2.04

---

22
Properties=species:S:1:pos:R:3 method="wB97M-V/def2-TZVPD" orbital_gap_ha=0.21891 mol_weight_g_mol=136.24 homo_ha=-0.090 e_above_lowest_ev=2.700 total_charge=-1
C -1.77 -1.10 -1.22
N -0.58 -0.38 -0.89
C -0.83 1.05 -0.50
C 0.19 1.76 0.38
S -0.32 1.48 2.18
C -1.61 -2.59 -0.78
C -0.30 -3.34 -1.19
H -1.98 -0.80 -2.37
H -2.51 -0.62 -0.58
H 0.17 -0.81 -0.33
H -1.79 1.19 -0.28
H -0.87 1.60 -1.49
H 1.27 1.49 0.17
H -0.05 2.86 0.19
H -2.59 -3.09 -1.10
H -1.66 -2.52 0.28
H 0.64 -3.13 -0.70
H -0.45 -4.32 -1.09
H -0.02 -3.07 -2.28
H 3.84 1.27 0.48
H 4.51 2.21 -0.50
O 4.58 1.52 0.11

---

67
Properties=species:S:1:pos:R:3 method="wB97M-V/def2-TZVPD" orbital_gap_ha=0.36647 smiles="CO[C@@H](CCC(F)(F)C(F)(F)C(F)(F)C(F)(F)C(F)(F)C(F)(F)F)[C@@H](CC(C)C)OCCC(=O)O.CCO" mol_weight_g_mol=596.42 homo_ha=-0.348
C 2.17 -0.23 0.99
O 2.27 1.04 0.35
C 1.03 1.61 0.02
C 0.26 0.81 -1.02
C -0.85 1.62 -1.70
C -0.87 1.44 -3.19
F 0.32 1.77 -3.74
F -1.79 2.27 -3.74
C -1.26 -0.03 -3.60
F -1.74 -0.68 -2.50
F -2.26 0.00 -4.51
C -0.11 -0.87 -4.19
F 0.12 -0.43 -5.45
F 1.02 -0.74 -3.48
C -0.44 -2.40 -4.24
F 0.25 -2.93 -5.28
F -1.74 -2.62 -4.44
C 0.02 -3.12 -2.94
F -0.21 -2.35 -1.86
F 1.34 -3.39 -3.03
C -0.70 -4.47 -2.68
F -0.09 -5.02 -1.59
F -0.61 -5.30 -3.73
F -2.00 -4.27 -2.36
C 0.18 1.93 1.27
C -0.11 3.41 1.40
C 1.19 4.15 1.79
C 1.31 4.24 3.33
C 1.25 5.52 1.13
O -0.96 1.10 1.21
C -1.81 1.10 2.34
C -2.05 -0.35 2.74
C -2.21 -1.22 1.53
O -1.53 -2.21 1.34
O -3.16 -0.84 0.66
H 2.77 -0.95 0.43
H 1.16 -0.60 1.07
H 2.62 -0.16 1.98
H 1.27 2.56 -0.46
H 1.00 0.55 -1.77
H -0.13 -0.10 -0.59
H -1.80 1.36 -1.27
H -0.70 2.67 -1.49
H 0.80 1.64 2.13
H -0.46 3.83 0.46
H -0.85 3.63 2.16
H 2.05 3.59 1.46
H 1.59 5.24 3.64
H 0.40 3.97 3.84
H 2.09 3.57 3.68
H 0.27 6.00 1.08
H 1.91 6.19 1.67
H 1.60 5.41 0.11
H -2.75 1.57 2.08
H -1.36 1.61 3.19
H -2.93 -0.40 3.37
H -1.18 -0.72 3.25
H -3.04 -1.41 -0.10
C 0.90 -4.99 1.73
C 1.45 -3.86 2.59
O 1.06 -2.58 2.10
H 1.23 -4.87 0.70
H 1.22 -5.96 2.10
H -0.19 -4.97 1.73
H 2.54 -3.88 2.57
H 1.12 -3.98 3.63
H 0.10 -2.54 2.12

---

48
Properties=species:S:1:pos:R:3 method="wB97M-V/def2-TZVPD" orbital_gap_ha=0.30207 smiles=COc1ccc2[nH]c(C(O)(Cc3cccnc3)Cc3cccnc3)cc2c1 mol_weight_g_mol=359.43 homo_ha=-0.282 e_above_lowest_ev=1.487
C -7.91 -0.12 0.36
O -6.69 -0.46 0.96
C -5.53 -0.13 0.31
C -5.48 0.52 -0.93
C -4.28 0.82 -1.54
C -3.11 0.46 -0.89
N -1.80 0.62 -1.24
C -1.00 0.10 -0.26
C 0.50 0.15 -0.39
O 0.77 0.82 -1.61
C 1.01 -1.32 -0.44
C 2.50 -1.49 -0.45
C 3.15 -2.12 0.61
C 4.53 -2.26 0.57
C 5.21 -1.75 -0.52
N 4.60 -1.19 -1.55
C 3.29 -1.08 -1.52
C 1.05 0.94 0.83
C 2.50 1.30 0.74
C 3.45 0.72 1.57
C 4.79 1.06 1.43
C 5.13 1.98 0.45
N 4.23 2.58 -0.32
C 2.96 2.26 -0.16
C -1.78 -0.41 0.74
C -3.14 -0.20 0.37
C -4.36 -0.49 0.96
H -8.68 -0.47 1.05
H -8.05 -0.62 -0.60
H -8.02 0.96 0.23
H -6.39 0.79 -1.43
H -4.25 1.32 -2.50
H -1.44 1.05 -2.07
H 1.72 0.93 -1.69
H 0.59 -1.75 -1.36
H 0.58 -1.85 0.41
H 2.58 -2.50 1.44
H 5.05 -2.75 1.38
H 6.29 -1.82 -0.59
H 2.85 -0.65 -2.41
H 0.46 1.86 0.89
H 0.86 0.36 1.73
H 3.15 0.02 2.33
H 5.54 0.62 2.06
H 6.16 2.26 0.27
H 2.27 2.81 -0.79
H -1.45 -0.89 1.64
H -4.42 -0.99 1.92